Molecular formula: C27H59F2O5PS
Method: DFT, wB97M-V/def2-TZVPD

The geometry in XYZ format:
```
95
Properties=species:S:1:pos:R:3:lowdin_charge:R:1
C 3.946 3.937 0.834 -0.0678
C 3.171 2.885 -0.013 -0.1930
C 1.957 3.587 -0.601 -0.2912
F 1.275 4.141 0.474 0.0154
C 1.026 2.692 -1.433 -0.3880
P 1.195 0.862 -1.041 0.8279
O 0.869 0.523 0.364 -0.4049
O 1.360 2.708 -2.870 -0.1790
S 0.027 2.375 -3.729 0.6117
O -0.089 0.998 -4.073 -0.2561
O -0.094 3.173 -4.881 -0.1894
O -1.111 2.606 -2.592 -0.1442
C -0.432 3.209 -1.456 -0.4298
C -1.212 2.789 -0.198 -0.1473
C -2.048 1.505 -0.345 -0.0700
C -0.425 4.724 -1.754 -0.0884
C -1.736 5.242 -2.323 -0.1841
F -1.857 5.054 -3.681 -0.0274
H 3.849 4.916 0.372 0.0777
H 4.976 3.609 0.938 0.0628
H 3.476 3.948 1.811 0.0774
H 3.801 2.457 -0.790 0.1153
H 2.856 2.124 0.698 0.1035
H 2.271 4.435 -1.213 0.1592
H 0.418 0.117 -1.944 0.0256
H 2.555 0.561 -1.282 0.0445
H -0.531 2.637 0.632 0.1029
H -1.839 3.628 0.104 0.1198
H -3.079 1.748 -0.588 0.0813
H -2.070 1.032 0.635 0.0830
H -1.630 0.770 -1.023 0.0498
H -0.263 5.279 -0.831 0.1302
H 0.397 4.995 -2.417 0.1332
H -2.605 4.855 -1.789 0.1262
H -1.740 6.324 -2.161 0.1238
C -1.000 -2.225 -3.753 -0.1056
C -2.496 -2.344 -4.022 -0.2585
C -3.356 -2.039 -2.797 -0.2234
C -3.153 -2.982 -1.610 -0.2288
C -3.394 -4.460 -1.909 -0.2684
C -4.826 -4.765 -2.337 -0.1098
H -0.665 -2.947 -3.004 0.0682
H -0.432 -2.412 -4.665 0.0757
H -0.750 -1.223 -3.404 0.0309
H -2.721 -3.342 -4.409 0.0983
H -2.764 -1.641 -4.815 0.1068
H -4.409 -2.048 -3.094 0.1020
H -3.148 -1.016 -2.465 0.1000
H -3.822 -2.670 -0.802 0.1056
H -2.138 -2.863 -1.219 0.1008
H -3.170 -5.035 -1.006 0.0981
H -2.699 -4.814 -2.675 0.0989
H -5.536 -4.459 -1.566 0.0678
H -4.951 -5.837 -2.501 0.0687
H -5.088 -4.258 -3.267 0.0653
C -7.867 -8.853 2.482 -0.1127
C -8.013 -7.519 1.756 -0.2703
C -6.742 -7.082 1.029 -0.2321
C -5.527 -6.840 1.925 -0.2279
C -5.731 -5.800 3.025 -0.2682
C -6.034 -4.404 2.487 -0.1092
H -7.112 -8.805 3.268 0.0647
H -8.811 -9.136 2.951 0.0680
H -7.588 -9.646 1.786 0.0743
H -8.330 -6.748 2.464 0.0982
H -8.817 -7.608 1.021 0.1038
H -6.958 -6.175 0.456 0.0948
H -6.478 -7.845 0.289 0.1092
H -4.688 -6.529 1.294 0.1029
H -5.220 -7.784 2.385 0.1011
H -4.819 -5.751 3.626 0.1040
H -6.528 -6.113 3.705 0.0980
H -5.228 -4.054 1.838 0.0677
H -6.134 -3.693 3.309 0.0686
H -6.966 -4.382 1.920 0.0653
C 8.025 6.741 1.739 -0.1090
C 7.936 5.251 1.421 -0.2706
C 7.721 4.380 2.657 -0.2377
C 8.845 4.431 3.693 -0.2294
C 10.227 4.045 3.167 -0.2704
C 10.303 2.607 2.661 -0.1123
H 8.881 6.967 2.377 0.0657
H 8.139 7.320 0.822 0.0692
H 7.120 7.087 2.243 0.0749
H 8.834 4.937 0.884 0.1000
H 7.098 5.091 0.737 0.0901
H 7.569 3.345 2.335 0.0981
H 6.788 4.681 3.145 0.1078
H 8.582 3.766 4.521 0.1097
H 8.900 5.435 4.123 0.1013
H 10.950 4.168 3.978 0.1040
H 10.539 4.730 2.375 0.0981
H 10.036 1.902 3.450 0.0748
H 11.317 2.372 2.333 0.0688
H 9.637 2.442 1.813 0.0640
```

molecular weight: 564.80 g/mol
frontier orbital gap: 0.3995 Eh
SMILES: CC[C@H](F)[C@]1([PH2]=O)OS(=O)(=O)O[C@]1(CC)CCF.CCCCCC.CCCCCC.CCCCCC
E_tot: -2379.5886 a.u.
highest occupied orbital energy: -10.4 eV
LUMO energy: 0.43 eV

Molecular formula: C6H10N2
Method: DFT, wB97M-V/def2-TZVPD

The geometry in XYZ format:
```
18
Properties=species:S:1:pos:R:3:lowdin_charge:R:1
C -1.542 0.758 -1.223 -0.0360
C 0.810 -1.020 2.173 -0.0301
C -0.150 1.202 -0.865 -0.4549
C 0.547 -0.572 0.767 -0.3288
C 0.789 -2.141 -1.108 0.0533
C 0.299 0.899 0.538 -0.1042
N 0.518 -1.407 -0.181 -0.0391
N 0.654 1.804 -1.619 0.1492
H 0.318 1.988 -2.563 0.0543
H 0.031 -2.756 -1.572 0.0193
H -1.660 -0.311 -1.057 0.0706
H -1.759 0.980 -2.270 0.0779
H -2.265 1.280 -0.588 0.0851
H -0.036 -0.778 2.816 0.0767
H 0.979 -2.097 2.209 0.0805
H 1.694 -0.517 2.575 0.0830
H -0.458 1.238 1.245 0.1183
H 1.232 1.449 0.722 0.1250
```

molecular weight: 110.16 g/mol
frontier orbital gap: 0.3118 Eh
E_tot: -344.0356 a.u.
highest occupied orbital energy: -7.6 eV
LUMO energy: 0.89 eV
energy above the lowest of the compared OMol25 structures with the same formula, charge and spin: 63.4 kcal per mole